53
Properties=species:S:1:pos:R:3:forces:R:3:nbo_charge:R:1 method="wB97M-V/def2-TZVPD" gap_ha=0.3110 total_charge=0 smiles="CCCCN(C(=O)/C=C/c1ccco1)c1c(N)n(CC(C)C)c(=O)[nH]c1=O" homo_ev=-8.1
C -1.420942 -5.226055 1.545620 -0.038 0.025 -0.255 -0.60
C -1.184078 -4.466256 0.246655 0.074 0.171 0.239 -0.39
C -0.420809 -3.167732 0.488671 -0.066 -0.074 -0.359 -0.41
C -0.186212 -2.404778 -0.814939 0.060 -0.392 0.116 -0.21
N 0.654295 -1.229777 -0.631944 -0.453 0.266 0.021 -0.46
C 2.008052 -1.364803 -0.823767 0.052 -0.007 -0.311 0.67
O 2.483035 -2.382740 -1.294757 0.146 -0.182 0.126 -0.63
C 2.810779 -0.174684 -0.507224 0.678 0.155 0.081 -0.31
C 4.144668 -0.264923 -0.417594 -0.802 0.025 -0.084 -0.14
C 5.016842 0.826357 -0.107513 1.128 -0.197 0.057 0.23
C 6.386680 0.854744 0.030151 -0.888 -0.169 -0.125 -0.26
C 6.728841 2.185326 0.344574 -0.405 0.497 0.064 -0.32
C 5.552230 2.873808 0.377300 0.895 0.133 0.110 0.11
O 4.517428 2.068982 0.106688 -0.481 -0.178 -0.078 -0.39
C 0.100826 -0.160992 0.121455 0.060 -0.120 -0.170 -0.14
C -0.720850 0.747741 -0.501231 0.529 -0.388 0.133 0.46
N -0.879636 0.714245 -1.855599 -0.055 0.131 0.098 -0.80
N -1.331428 1.749073 0.211347 -0.025 0.018 -0.209 -0.44
C -2.200265 2.741852 -0.403692 -0.488 0.274 0.218 -0.22
C -3.690621 2.398689 -0.256320 0.056 0.036 -0.229 -0.23
C -4.525862 3.558424 -0.791408 0.156 -0.173 0.217 -0.60
C -4.064570 1.098827 -0.964678 0.061 0.183 0.281 -0.61
C -1.124668 1.902719 1.577501 0.126 -0.186 0.024 0.80
O -1.662857 2.781631 2.209900 -0.166 0.260 0.170 -0.62
N -0.270868 1.002194 2.143873 0.177 -0.036 0.434 -0.64
C 0.397194 -0.062082 1.527767 -0.357 0.228 -0.192 0.65
O 1.126245 -0.781568 2.173750 0.111 -0.111 0.043 -0.60
H -0.472776 -5.469524 2.018424 0.085 -0.052 0.104 0.21
H -1.960107 -6.151420 1.356099 -0.047 -0.107 0.077 0.21
H -2.003171 -4.624080 2.239995 -0.057 0.028 0.115 0.20
H -0.614428 -5.093149 -0.442272 -0.030 -0.009 -0.098 0.20
H -2.144942 -4.241897 -0.224997 -0.010 -0.036 -0.091 0.19
H 0.547579 -3.384401 0.941337 0.030 0.032 0.059 0.22
H -0.977846 -2.538244 1.187066 0.028 0.012 0.073 0.19
H 0.335424 -3.048998 -1.526682 -0.165 0.063 0.023 0.24
H -1.145927 -2.093310 -1.243778 0.054 -0.002 -0.013 0.18
H 2.305802 0.764562 -0.343195 0.037 0.100 0.050 0.22
H 4.617208 -1.223731 -0.578590 0.022 -0.091 -0.021 0.24
H 7.052570 0.023781 -0.080739 0.075 -0.235 -0.040 0.23
H 7.708944 2.577849 0.522516 0.161 0.148 0.049 0.23
H 5.333493 3.904911 0.575338 -0.130 0.101 0.010 0.20
H -1.746538 1.020613 -2.261037 0.026 -0.034 0.019 0.40
H -0.424403 -0.063395 -2.307315 -0.025 -0.016 0.023 0.42
H -1.919913 2.875207 -1.448952 0.022 0.002 0.027 0.20
H -2.016348 3.680497 0.126188 0.030 -0.104 -0.196 0.25
H -3.891183 2.284844 0.813151 0.061 0.021 -0.035 0.22
H -4.297701 4.473859 -0.252424 -0.012 0.162 0.027 0.22
H -5.584891 3.346112 -0.671996 -0.125 0.024 -0.025 0.22
H -4.325695 3.720290 -1.849053 -0.002 0.043 -0.155 0.20
H -5.108100 0.861760 -0.772106 -0.093 -0.072 -0.034 0.22
H -3.464194 0.265339 -0.605158 0.034 -0.151 -0.024 0.21
H -3.942599 1.195082 -2.043580 0.003 -0.021 -0.166 0.19
H -0.103725 1.119241 3.137166 -0.055 0.002 -0.181 0.43



54
Properties=species:S:1:pos:R:3:forces:R:3:nbo_charge:R:1 method="wB97M-V/def2-TZVPD" gap_ha=0.3089 total_charge=0 smiles="COCCn1c(=S)[nH]c2cc(C(=O)NCCCN3CCOCC3)ccc2c1=O" homo_ev=-8.6
C 5.023859 -0.499308 2.497503 0.008 0.105 0.089 -0.26
O 4.533893 -1.128284 1.333297 -0.181 0.015 0.016 -0.54
C 5.298750 -0.918138 0.178926 0.048 0.084 -0.314 -0.07
C 5.163314 0.494584 -0.420266 0.553 -0.317 0.397 -0.27
N 3.769109 0.818595 -0.662390 -0.189 0.006 -0.071 -0.45
C 3.161536 0.292828 -1.765931 -0.191 -0.127 -0.488 0.29
S 3.949643 -0.582618 -2.917777 0.176 -0.294 -0.427 -0.21
N 1.832839 0.532746 -1.929385 0.010 -0.016 0.019 -0.58
C 1.062741 1.247300 -1.047747 0.012 0.367 0.648 0.27
C -0.305525 1.417907 -1.244265 -0.025 0.097 0.079 -0.27
C -1.044197 2.151158 -0.328664 0.350 0.069 -0.012 -0.07
C -2.526034 2.330076 -0.488488 -0.021 -0.230 -0.296 0.65
O -3.091757 3.371109 -0.220743 -0.012 0.283 0.229 -0.62
N -3.140174 1.227976 -0.970857 0.068 -0.046 -0.148 -0.64
C -4.577710 1.096343 -1.009045 -0.289 0.113 0.110 -0.23
C -5.061904 0.063276 0.011742 0.189 -0.082 -0.272 -0.41
C -4.486180 -1.331355 -0.251458 -0.191 0.134 0.139 -0.22
N -3.033439 -1.378771 -0.110821 0.038 -0.329 -0.039 -0.47
C -2.602724 -1.390498 1.281096 0.364 0.075 0.047 -0.26
C -1.075885 -1.331023 1.343636 -0.250 0.197 0.219 -0.07
O -0.487567 -2.399321 0.642035 0.062 -0.172 0.059 -0.52
C -0.913321 -2.408504 -0.696994 -0.238 -0.184 -0.244 -0.07
C -2.436339 -2.514002 -0.799413 0.361 -0.009 0.017 -0.25
C -0.415787 2.736554 0.772199 -0.061 0.020 0.007 -0.21
C 0.935340 2.559738 0.974861 0.003 -0.109 -0.127 -0.12
C 1.687037 1.807410 0.073190 -0.370 -0.049 -0.220 -0.22
C 3.123580 1.612508 0.286302 -0.025 0.178 0.140 0.69
O 3.740307 2.106408 1.205813 -0.173 0.056 0.016 -0.59
H 6.086477 -0.723967 2.646119 -0.002 -0.034 0.022 0.16
H 4.881774 0.585305 2.465332 0.054 -0.095 0.021 0.19
H 4.447778 -0.909276 3.324855 0.069 0.040 0.063 0.19
H 6.365343 -1.105580 0.371421 -0.054 0.005 -0.021 0.17
H 4.934884 -1.651848 -0.545013 0.161 0.124 0.050 0.21
H 5.708997 0.533683 -1.364831 -0.074 0.041 0.138 0.24
H 5.550824 1.246253 0.268811 -0.062 -0.093 -0.143 0.24
H 1.416760 0.137589 -2.762956 0.197 0.033 0.142 0.43
H -0.775925 0.997151 -2.121150 -0.076 -0.051 -0.080 0.22
H -2.667675 0.327410 -0.911884 0.105 0.174 0.125 0.43
H -5.006692 2.078264 -0.795134 0.015 -0.124 -0.108 0.24
H -4.877822 0.789509 -2.017143 -0.082 0.061 0.058 0.19
H -6.149529 -0.000961 -0.040645 -0.039 0.007 0.063 0.22
H -4.796313 0.400656 1.014065 -0.071 0.035 0.066 0.21
H -4.725693 -1.615947 -1.279893 -0.026 -0.048 0.021 0.20
H -4.971096 -2.059376 0.419495 0.042 -0.050 -0.086 0.18
H -3.012363 -0.520759 1.795826 -0.001 -0.014 0.053 0.21
H -2.952205 -2.303222 1.792817 -0.037 0.059 -0.021 0.18
H -0.731616 -1.416259 2.375084 -0.043 0.081 -0.038 0.20
H -0.730989 -0.371967 0.926373 -0.019 -0.071 0.067 0.17
H -0.434513 -3.268978 -1.166532 -0.033 0.083 -0.051 0.20
H -0.580525 -1.485981 -1.199082 -0.018 -0.072 -0.013 0.15
H -2.733551 -2.492125 -1.850473 -0.004 -0.035 0.010 0.20
H -2.761390 -3.471010 -0.358965 -0.017 0.012 -0.046 0.18
H -1.010355 3.324175 1.453757 -0.055 0.066 0.058 0.24
H 1.442008 2.992569 1.823371 0.043 0.030 0.076 0.24



64
Properties=species:S:1:pos:R:3:forces:R:3:nbo_charge:R:1 method="wB97M-V/def2-TZVPD" gap_ha=0.2482 total_charge=+3 homo_ev=-17.3
Tc 9.546906 7.585288 9.194396 -0.593 -0.522 0.328 0.26
C 11.015754 9.142361 5.333076 0.531 -0.161 0.473 -0.73
C 10.304527 8.899902 6.642590 -0.474 1.702 -0.743 0.42
N 10.669753 8.025975 7.497432 0.020 -0.196 -0.311 -0.24
N 11.727351 7.215827 7.145781 0.625 -0.771 0.192 -0.42
C 11.704966 5.934145 7.591183 0.082 0.430 -0.483 0.35
N 12.621270 5.073034 7.184818 -0.219 0.417 0.460 -0.71
S 10.387441 5.411185 8.558975 0.266 0.099 0.187 0.12
C 9.072089 9.659300 7.054379 1.313 -1.297 0.259 0.16
C 8.542884 10.720858 6.344918 0.584 -0.707 -0.893 -0.19
C 7.318822 11.199769 6.706852 -0.297 0.895 0.343 -0.10
C 6.720456 10.679041 7.842113 -0.770 0.502 -0.095 -0.21
C 7.310933 9.670022 8.536069 1.496 -0.628 0.181 0.04
N 8.505025 9.146765 8.173552 -0.581 0.342 -0.747 -0.36
H 11.180539 8.209151 4.795420 -0.237 -0.167 -0.041 0.26
H 12.026541 9.575892 5.462100 -0.455 -0.003 0.245 0.27
H 10.479651 9.802424 4.676749 -0.269 0.201 -0.148 0.27
H 12.422607 7.562091 6.473821 -0.420 -0.216 0.480 0.44
H 13.383147 5.295263 6.577892 0.311 0.337 -0.418 0.43
H 12.715102 4.200684 7.664568 -0.195 -0.517 0.133 0.44
H 9.048835 11.074142 5.449493 -0.093 0.054 0.301 0.26
H 6.876318 12.037077 6.177029 -0.069 -0.189 -0.002 0.27
H 5.790716 11.088224 8.199344 -0.217 -0.005 0.027 0.26
H 6.936700 9.252688 9.441299 -0.594 -0.088 0.479 0.22
S 5.348928 6.822151 10.409312 0.266 0.204 0.186 -0.17
As 5.655992 6.203787 8.307988 0.504 -0.105 -0.828 0.91
S 7.685111 6.388853 7.805405 -0.425 0.387 0.487 -0.28
S 8.661396 6.651205 11.178317 -0.583 0.316 0.285 0.67
S 6.844282 5.763468 11.329421 0.211 -0.286 0.163 0.14
C 5.977250 10.020723 12.416081 0.030 -0.173 0.265 -0.63
C 7.202512 10.934138 12.388111 0.186 -1.034 0.439 -0.35
C 8.585250 10.230842 12.790583 -0.543 1.340 -1.049 -0.24
C 8.574867 9.775542 14.204512 1.101 -1.393 1.052 -0.40
C 9.922981 9.143848 14.636561 -0.306 0.560 0.235 -0.62
C 9.584899 11.346930 12.534448 0.014 -0.332 -0.023 0.71
O 9.995466 12.096542 13.351438 0.067 0.617 1.030 -0.48
N 9.959064 11.515456 11.207224 -0.162 -0.664 -0.343 -0.66
C 10.020070 10.519005 10.273714 -0.299 0.229 0.608 0.81
O 10.568705 10.677289 9.225127 0.251 -0.441 -0.671 -0.57
N 9.394523 9.256467 10.626812 0.512 0.800 -0.475 -0.58
C 8.839538 9.157775 11.791136 -0.306 -0.108 0.151 0.75
O 8.362756 8.012625 12.194616 0.124 -1.002 -0.122 -0.59
H 5.076331 10.587488 12.231144 -0.170 0.344 -0.224 0.25
H 5.763682 9.497329 13.358286 0.485 0.267 -0.076 0.24
H 6.040034 9.258355 11.647441 -0.002 -0.178 -0.231 0.17
H 7.070007 11.777499 13.051178 0.111 0.178 0.293 0.26
H 7.382284 11.323887 11.404731 -0.315 0.346 -0.675 0.20
H 7.777895 9.068328 14.389815 -0.267 -0.114 -0.159 0.23
H 8.393958 10.611439 14.837300 -0.254 0.835 0.399 0.26
H 10.278103 8.455321 13.891204 0.400 -0.300 -0.611 0.17
H 9.859455 8.537381 15.535410 -0.299 0.196 0.213 0.25
H 10.660657 9.930598 14.819836 -0.003 -0.211 -0.139 0.24
H 10.496933 12.345238 11.010199 0.201 0.178 -0.107 0.46
C 14.119899 8.380136 12.238680 0.384 -0.786 0.557 -0.40
N 13.298710 7.225080 11.851715 -0.653 -0.176 -0.237 -0.43
C 13.256376 5.969307 12.598498 1.261 -0.705 0.139 -0.41
C 12.300754 7.412199 11.039022 0.991 0.301 0.767 0.66
N 11.429207 7.594651 10.309945 -1.141 -0.005 -1.063 -0.50
H 13.695660 8.924010 13.060927 -0.465 0.342 0.314 0.22
H 14.230798 8.971210 11.371875 0.155 0.943 -0.792 0.22
H 15.110884 8.071769 12.562239 -0.010 -0.381 -0.162 0.25
H 13.021443 6.101036 13.641504 -0.392 0.285 0.339 0.23
H 14.246757 5.496194 12.576036 -0.150 0.198 -0.123 0.24
H 12.574189 5.273526 12.127012 -0.254 0.014 -0.021 0.22



52
Properties=species:S:1:pos:R:3:forces:R:3:nbo_charge:R:1 method="wB97M-V/def2-TZVPD" gap_ha="0.1957 / 0.1427" total_charge=+2 spin_multiplicity=5 homo_ev="-10.9 / -13.6"
C 1.179347 3.775958 -2.508741 0.020 0.087 0.097 -0.20
C -0.092014 3.286465 -2.221768 0.097 -0.097 0.377 -0.22
C -0.290213 2.186193 -1.351908 0.538 0.701 -0.936 -0.11
C 0.869058 1.606359 -0.796752 -0.071 -0.682 -0.903 -0.32
C 2.145942 1.961891 -1.246884 0.010 1.204 -0.346 0.01
C 2.302829 3.106776 -2.032983 0.049 -0.330 -0.191 -0.20
C -1.737290 1.833816 -1.037012 0.384 0.472 0.484 -0.40
C -2.734025 1.114704 -2.063332 -1.124 0.219 -0.282 -0.26
N -2.314618 0.025579 -2.920716 1.313 -0.007 1.244 0.01
Pd 0.930557 0.357972 0.868961 -1.356 1.578 -0.327 0.32
C 3.361553 1.145057 -0.873894 0.145 -0.374 0.459 -0.75
P 2.688633 -0.490744 -0.363463 0.957 0.585 -0.857 1.01
H -0.957055 3.813643 -2.614107 0.012 -0.012 -0.054 0.21
H 3.310909 3.433986 -2.293872 -0.312 0.058 -0.003 0.23
H 1.308285 4.696263 -3.077654 -0.138 -0.310 0.007 0.24
H 3.967710 1.582011 -0.066547 -0.225 -0.001 -0.167 0.26
H 4.033860 0.959605 -1.725350 -0.158 0.247 0.127 0.25
H -1.760864 1.296339 -0.071400 -0.150 0.063 -0.566 0.22
H -2.219167 2.829196 -0.899049 -0.063 -0.865 0.091 0.26
H -3.544214 0.675484 -1.457082 0.245 0.463 -0.171 0.23
C 4.013050 -1.435803 0.400399 0.306 -0.288 -0.111 -0.97
C 2.364838 -1.182547 -2.011043 -0.130 -0.464 0.135 -0.95
H -3.204527 1.879838 -2.723957 0.566 -0.339 0.343 0.26
C -1.267646 0.224869 -3.890313 0.384 0.112 -0.562 -0.47
C -2.549795 -1.326685 -2.447231 -0.100 -0.476 -0.078 -0.46
H 1.231233 -1.230699 1.680715 0.239 -1.559 0.544 0.07
H -1.671782 0.211290 -4.921168 -0.010 -0.011 0.361 0.28
H -0.754208 1.184184 -3.735199 -0.329 -0.182 0.054 0.27
H -0.535751 -0.594196 -3.811408 -0.311 0.256 -0.062 0.24
H -3.477520 -1.744576 -2.873726 0.161 0.280 0.006 0.27
H -1.724560 -1.979451 -2.756969 -0.263 0.198 0.099 0.24
H -2.659776 -1.338230 -1.353869 0.084 0.127 -0.311 0.24
H 3.297791 -1.591597 -2.422896 -0.327 -0.035 0.047 0.26
H 1.607138 -1.962250 -1.875501 0.245 -0.075 -0.383 0.24
H 1.977871 -0.409430 -2.687093 0.092 -0.122 0.330 0.25
H 4.931303 -1.332219 -0.200324 -0.204 -0.249 0.325 0.26
H 4.181203 -1.082119 1.428806 0.000 -0.080 -0.393 0.26
H 3.683255 -2.484577 0.441497 0.322 0.209 0.011 0.26
H 0.441647 -1.239471 1.787078 0.912 -1.273 0.281 0.01
O -1.845282 -0.810413 1.759971 -0.534 0.543 1.071 -0.65
B -0.701550 0.027506 1.981184 -1.153 1.036 -0.180 0.74
O -0.931751 0.856505 3.104014 -2.046 -0.140 0.846 -0.59
C -2.141288 0.481392 3.599683 1.970 0.574 0.500 0.36
C -2.660535 0.787930 4.841951 -1.011 0.150 1.233 -0.24
C -3.654738 -0.059030 5.347989 0.944 2.136 0.480 -0.10
C -4.130611 -1.141517 4.597613 -0.444 -1.118 -1.735 -0.04
C -3.660844 -1.385567 3.295942 -0.743 -0.269 0.168 -0.30
C -2.671983 -0.558366 2.817066 0.495 -1.772 -0.940 0.41
H -2.292550 1.653669 5.389979 -0.017 -0.337 0.012 0.28
H -4.101140 0.157577 6.329272 0.362 -0.182 -0.478 0.27
H -4.905196 -1.794392 5.005431 0.305 0.188 -0.053 0.26
H -4.014436 -2.212620 2.679429 0.064 0.161 0.354 0.27